1.
This record from the Open Molecules 2025 dataset describes C3H6CdLiO5 as an isolated structure at a distorted geometry. The level of theory is ωB97M-V/def2-TZVPD.

ORCA input file:
```
! RIJCOSX wB97M-V def2-TZVPD def2/J DEFGRID3
* xyz 0 2
H -2.8274 -0.3646 0.4828
C -1.9457 -0.1022 -0.1327
C -0.7463 -0.7568 0.5282
O 0.1592 -1.2896 -0.4119
Li -2.8703 2.5682 -0.3943
O -1.6776 1.2557 -0.3242
H -2.1533 -0.5846 -1.1071
H -1.0394 -1.4995 1.2876
H -0.3044 0.0029 1.1955
C 2.3094 0.1444 0.1551
O 2.7467 0.6705 1.1869
O 2.9499 -0.9161 -0.4082
H 2.8085 -1.6783 0.1654
Cd 0.3527 2.2428 -0.3723
O 1.6677 0.8542 -0.7480
H 0.5701 -0.5470 -1.1029
*
```

Calculated values
HOMO-LUMO gap (alpha / beta)   0.21677 / 0.28665 Eh
Lowest unoccupied orbital energy (alpha / beta)   -1.2 / -1.4 eV

2.
This record from the Open Molecules 2025 dataset describes a 5-piece molecular cluster, C30H58F2IN7O7 overall at a distorted geometry. The level of theory is ωB97M-V/def2-TZVPD.

ORCA input file:
```
! RIJCOSX wB97M-V def2-TZVPD def2/J DEFGRID3
* xyz 0 1
C 0.0884 -0.7602 3.6014
C -0.6492 -1.1613 2.7254
C -1.4016 -1.6087 1.5695
C -1.1301 -0.7824 0.2985
C -1.2954 0.6884 0.7503
O -2.4378 0.8638 1.5712
C -2.6500 2.2592 1.7101
C -3.3004 2.5794 3.0386
C -2.0802 -0.9887 -0.8968
I -2.6664 -3.0423 -1.4388
C -3.3426 -0.1561 -1.1537
C -4.6289 -0.4151 -0.3136
N -5.2212 0.7805 0.2632
N -4.4937 -1.3648 0.7929
N -5.6673 -0.9054 -1.2635
O -1.2436 -0.6271 -2.0145
C 0.0395 -1.0087 -1.7429
O 0.7900 -1.2239 -2.6431
C 0.3273 -1.0404 -0.2028
C 1.0282 -2.4089 -0.0659
F 0.2267 -3.4793 -0.4103
C 1.7548 -2.7080 1.2558
C 1.1482 -3.8043 2.1500
C 1.4169 0.0500 -0.1070
F 1.6743 0.4736 1.1828
C 1.2280 1.2709 -1.0402
C 1.9671 2.4892 -0.4894
H 0.4204 -0.3862 4.5284
H -2.4409 -1.5411 1.8756
H -1.2463 -2.6665 1.3825
H -0.4416 1.0132 1.3469
H -1.3405 1.3737 -0.0960
H -3.2694 2.6593 0.9043
H -1.7119 2.8172 1.6752
H -4.3748 2.3885 3.0104
H -2.8763 1.9816 3.8437
H -3.1722 3.6303 3.3034
H -3.6169 -0.3711 -2.1810
H -3.1601 0.9147 -1.1568
H -4.9696 1.6075 -0.2533
H -4.9914 0.8561 1.2414
H -4.7017 -2.3050 0.4923
H -5.1436 -1.1697 1.5434
H -5.3077 -1.7217 -1.7545
H -6.4129 -1.2804 -0.6887
H 1.7989 -2.4044 -0.8312
H 2.7700 -3.0246 1.0201
H 1.8866 -1.8272 1.8704
H 1.7954 -4.6670 2.2734
H 0.1746 -4.1895 1.8621
H 1.0350 -3.4059 3.1538
H 2.3450 -0.4168 -0.4337
H 1.7589 1.0258 -1.9552
H 0.1951 1.5095 -1.2637
H 1.4337 2.9421 0.3395
H 2.0478 3.2297 -1.2883
H 2.9811 2.2457 -0.1854
C 4.2457 -3.9066 5.3921
O 3.3067 -3.2027 5.0793
N 5.0741 -4.5288 4.5280
C 6.1770 -5.3537 4.9788
C 4.8510 -4.3633 3.1017
H 4.5048 -4.0980 6.4477
H 7.1189 -4.9482 4.6030
H 6.0528 -6.3723 4.6052
H 6.2121 -5.3783 6.0659
H 4.9130 -3.3039 2.8479
H 3.8541 -4.7215 2.8483
H 5.5957 -4.9191 2.5374
C -2.7677 6.8924 3.2777
O -2.8114 5.8509 2.6513
N -3.3688 7.1017 4.4635
C -3.2790 8.3700 5.1603
C -4.1314 6.0180 5.0606
H -2.2151 7.7733 2.9103
H -2.8169 8.2214 6.1383
H -4.2788 8.7868 5.2975
H -2.6782 9.0741 4.5890
H -3.4821 5.1569 5.2239
H -4.9352 5.7182 4.3869
H -4.5526 6.3404 6.0093
C 2.4324 3.3183 -4.2048
O 1.5521 3.6722 -3.4400
N 2.2319 2.5924 -5.3165
C 3.3197 2.1925 -6.1886
C 0.8752 2.1908 -5.6528
H 3.4938 3.5681 -4.0337
H 3.1569 2.5987 -7.1891
H 3.3608 1.1029 -6.2471
H 4.2682 2.5643 -5.8058
H 0.2512 3.0767 -5.7795
H 0.4589 1.5891 -4.8444
H 0.8787 1.6104 -6.5713
C 2.6039 -2.4406 -6.7339
O 2.4302 -1.2723 -6.4404
N 1.9340 -3.4810 -6.2056
C 2.1986 -4.8470 -6.6081
C 0.9118 -3.2255 -5.1983
H 3.3528 -2.7482 -7.4848
H 1.2913 -5.2915 -7.0229
H 2.5179 -5.4311 -5.7423
H 2.9826 -4.8757 -7.3624
H 0.1406 -2.5790 -5.6180
H 1.3569 -2.7171 -4.3463
H 0.4655 -4.1623 -4.8733
*
```

Calculated values
HOMO-LUMO gap   0.32892 Eh
SMILES   C#CC[C@@]1(COCC)C([C@H](F)CC)([C@H](F)CC)C(=O)O[C@]1(I)CC(N)(N)N.CN(C)C=O.CN(C)C=O.CN(C)C=O.CN(C)C=O
Lowest unoccupied orbital energy   0.4 eV

3.
This record from the Open Molecules 2025 dataset describes one molecule with the formula C4H7NO2. The level of theory is ωB97M-V/def2-TZVPD.

ORCA input file:
```
! RIJCOSX wB97M-V def2-TZVPD def2/J DEFGRID3
* xyz 0 1
C -1.4279 -1.1521 0.6000
C -1.5978 0.2150 -0.0038
C -0.4487 1.0851 -0.2311
O -1.2848 1.3376 0.8459
C 1.6951 0.6079 -0.9014
O 0.8213 0.6121 0.1277
N 2.7998 0.0185 -0.4538
H -0.5465 -1.1681 1.2446
H -2.3051 -1.4281 1.1928
H -1.2957 -1.9002 -0.1896
H -2.4861 0.3685 -0.6187
H -0.4020 1.8255 -1.0274
H 3.5832 -0.0804 -1.0777
H 2.8952 -0.3414 0.4925
*
```

Calculated values
HOMO-LUMO gap   0.37242 Eh
Lowest unoccupied orbital energy   1.1 eV

4.
This record from the Open Molecules 2025 dataset describes C34H78F12N8NiO17S4 as an isolated structure at a distorted geometry. The level of theory is ωB97M-V/def2-TZVPD.

ORCA input file:
```
! RIJCOSX wB97M-V def2-TZVPD def2/J DEFGRID3
* xyz 0 3
Ni -1.9178 0.8900 -1.8656
C -1.2555 -2.8498 -0.0484
F -0.8595 -3.4653 1.0635
F -0.9370 -3.6588 -1.0667
F -2.5695 -2.5686 -0.0644
S -0.2905 -1.2115 -0.1917
O 0.7357 -1.2007 0.8551
O 0.1599 -1.1481 -1.5528
N -1.5032 0.1562 -0.1208
S -1.7920 0.2393 1.4592
O -2.9932 1.0848 1.7636
O -1.7050 -1.0120 2.2092
C -0.3845 1.3783 1.9514
F -0.8766 2.3975 2.6505
F 0.4467 0.5992 2.7360
F 0.3958 1.7762 0.8730
C -0.1330 -1.2297 -5.2761
F 0.4807 -2.0419 -4.4140
F 0.6143 -0.1333 -5.4487
F -0.2645 -1.6570 -6.5048
S -1.9099 -0.9142 -4.5875
O -2.9124 -1.1368 -5.6754
O -2.0355 -1.8473 -3.4665
N -1.8411 0.6820 -3.7913
S -2.0860 1.6470 -5.0630
O -1.7379 3.0012 -4.7257
O -1.5861 1.1723 -6.3962
C -4.0497 1.7673 -5.1390
F -4.3197 3.0325 -5.5035
F -4.7051 0.9376 -5.9600
F -4.5412 1.5021 -3.9392
C 0.8536 -3.8118 4.8727
C -0.2651 -2.7776 5.0844
C -0.4783 -2.5411 6.5775
O 0.5512 -1.7161 7.2058
C 0.1305 -0.4572 7.6293
N 0.0142 -1.4705 4.4712
H 0.9512 -3.8871 3.7897
H 0.8146 -4.8684 5.1375
H 1.8226 -3.6062 5.3274
H -1.1578 -3.0793 4.5365
H -0.5084 -3.4911 7.1110
H -1.5085 -2.1893 6.6333
H 0.0649 -0.2803 8.7029
H -0.8409 -0.1033 7.2840
H 0.9168 0.2457 7.3541
H 0.8488 -1.2127 4.9783
H 0.3324 -1.5392 3.5151
C 4.5782 -3.8189 0.0232
C 3.7396 -3.5461 1.2396
C 4.0302 -4.4188 2.5160
O 4.2422 -5.8006 2.1072
C 3.1258 -6.7282 2.2396
N 3.9642 -2.0910 1.5247
H 5.6132 -3.6405 0.3148
H 4.4475 -3.0458 -0.7340
H 4.3967 -4.8409 -0.3095
H 2.7244 -3.8674 1.0069
H 3.1600 -4.2235 3.1426
H 4.9485 -4.0487 2.9721
H 2.5297 -6.6654 1.3293
H 2.5376 -6.5785 3.1449
H 3.3928 -7.7829 2.3051
H 3.8066 -1.6104 0.6505
H 3.2179 -1.8387 2.1568
C 1.2620 5.8659 3.8200
C 1.7307 5.8239 2.3624
C 2.9598 4.9248 2.2000
O 4.0882 5.4187 2.8832
C 5.3472 5.1963 2.2479
N 0.6441 5.2716 1.5837
H 0.7359 6.7978 4.0269
H 2.0646 5.7960 4.5542
H 0.4985 5.1356 4.0876
H 1.9299 6.8365 2.0116
H 3.1020 4.8407 1.1226
H 2.7131 3.9685 2.6613
H 5.6756 4.1773 2.0432
H 6.0914 5.5524 2.9602
H 5.4112 5.7534 1.3132
H 0.4838 4.2800 1.6894
H -0.2086 5.6334 1.9864
C 3.3390 9.3633 0.1451
O 2.3823 9.0495 -0.8716
C 1.4005 8.1402 -0.3857
C 0.1830 8.0546 -1.3508
N -0.9156 7.1970 -0.8278
C -1.7602 7.8389 0.1707
C -2.7070 6.9517 0.9235
O -2.0345 5.9435 1.7411
C -2.8349 5.0850 2.5514
H 4.1457 9.9536 -0.2895
H 3.9784 8.5051 0.3520
H 2.9621 9.6083 1.1381
H 1.0853 8.4858 0.5988
H 1.7817 7.1232 -0.2935
H 0.5025 7.6281 -2.3017
H -0.1979 9.0306 -1.6512
H -0.5566 6.3779 -0.3585
H -2.4103 8.3602 -0.5320
H -1.2390 8.3823 0.9588
H -3.1723 6.4331 0.0854
H -3.4860 7.5270 1.4240
H -3.7417 4.8867 1.9800
H -3.0014 5.4223 3.5744
H -2.3213 4.1275 2.6387
C 1.1121 1.7135 -3.0006
O 0.0393 1.9288 -2.1417
C -0.0513 3.3569 -1.8647
C -1.1911 3.6964 -0.9995
N -2.3819 3.1067 -1.5044
C -3.4533 3.2425 -0.5257
C -4.5413 2.1668 -0.7319
O -3.9436 0.9390 -1.3043
C -4.8541 -0.0658 -1.3639
H 0.9355 2.0926 -4.0071
H 1.4140 0.6663 -3.0199
H 2.0173 2.1906 -2.6249
H -0.2708 3.8028 -2.8348
H 0.8608 3.7297 -1.3987
H -1.2339 4.7849 -1.0360
H -1.0861 3.2925 0.0074
H -2.7024 3.8001 -2.1652
H -4.0138 4.1773 -0.5352
H -3.1635 3.0246 0.5023
H -5.1993 2.6923 -1.4240
H -4.9699 1.9509 0.2468
H -4.4889 -1.0454 -1.6724
H -5.7577 0.1638 -1.9286
H -5.2359 -0.2352 -0.3571
C 1.8259 -5.1384 -3.2900
O 1.5795 -6.3964 -2.7689
C 0.4173 -6.6331 -1.9664
C 0.0328 -8.0487 -2.3731
N -0.4409 -8.1409 -3.7206
C -0.4076 -9.5212 -4.1723
C -1.2471 -10.6053 -3.4613
O -0.8434 -11.9002 -3.9920
C -1.8391 -12.8828 -3.8936
H 0.9290 -4.7951 -3.8055
H 2.7374 -5.0450 -3.8803
H 1.9904 -4.5251 -2.4040
H -0.3735 -5.9159 -2.1866
H 0.6226 -6.5918 -0.8967
H -0.7613 -8.4210 -1.7259
H 0.7468 -8.8010 -2.0380
H 0.1355 -7.5355 -4.2875
H 0.6394 -9.8243 -4.1675
H -0.6618 -9.4849 -5.2317
H -2.2692 -10.2978 -3.6827
H -1.1125 -10.5961 -2.3797
H -2.4067 -13.0930 -4.8001
H -2.4070 -12.7817 -2.9687
H -1.2612 -13.8020 -3.7973
*
```

Calculated values
HOMO-LUMO gap (alpha / beta)   0.31532 / 0.25287 Eh
Lowest unoccupied orbital energy (alpha / beta)   0.0 / -1.7 eV

5.
This record from the Open Molecules 2025 dataset describes one molecule with the formula C4H3ClO2 at a distorted geometry. The level of theory is ωB97M-V/def2-TZVPD.

ORCA input file:
```
! RIJCOSX wB97M-V def2-TZVPD def2/J DEFGRID3
* xyz 0 1
C 0.5757 -1.4780 -0.2708
C 0.3809 -1.1043 0.9932
C -0.3946 0.8287 -0.7231
C -0.5575 0.9827 0.5714
O -0.2083 0.0201 1.4859
O -0.6793 1.3061 -1.9692
Cl -1.0728 2.4596 1.3457
H 1.0016 -2.3162 -0.6713
H 0.8989 -1.7254 1.7583
H 0.0553 1.0267 -2.5201
*
```

Calculated values
HOMO-LUMO gap (alpha / beta)   0.29749 / 0.30236 Eh
Lowest unoccupied orbital energy (alpha / beta)   -0.7 / -0.6 eV

6.
This record from the Open Molecules 2025 dataset describes one molecule with the formula C9H12ClO4P at a distorted geometry. The level of theory is ωB97M-V/def2-TZVPD.

ORCA input file:
```
! RIJCOSX wB97M-V def2-TZVPD def2/J DEFGRID3
* xyz 0 1
O -1.6877 0.3693 2.6066
Cl -3.7584 -1.0192 -0.8322
O -1.4116 0.6097 0.0856
O -0.9264 2.4512 1.9249
O 0.8295 0.5096 1.6954
C -2.1351 -1.3577 -1.0772
C 0.6427 -2.0638 0.3909
C -1.2127 -0.5877 -0.4756
C 0.4148 -3.1846 -0.2643
C -2.2542 2.8955 1.9684
C 1.3533 0.8822 2.9427
C -1.6483 -2.5583 -1.8487
C 0.2002 -1.1739 -0.7289
C -0.0938 -2.4413 -1.4941
P -0.8589 0.8887 1.5623
H 0.9909 -1.7472 1.3547
H 0.3763 -4.2518 0.0310
H -2.9452 2.4257 2.6316
H -2.2845 3.9194 2.2888
H -2.8178 2.8433 1.0351
H 2.3722 0.5292 3.0208
H 0.6500 0.4316 3.7384
H 1.3436 1.9915 2.9993
H -2.0204 -3.4293 -1.5152
H -1.8599 -2.4168 -2.9361
H 0.9035 -0.5246 -1.3122
H 0.5733 -2.6939 -2.3449
*
```

Calculated values
HOMO-LUMO gap   0.35698 Eh
SMILES   COP(=O)(OC)OC1=C(Cl)C[C@@H]2C=C[C@H]12
Lowest unoccupied orbital energy   0.9 eV

Which total energy belongs to each record? In order, -18213.5752 -70346.9676 -9844.0715 -200232.2037 -20807.8777 -39527.5405 eV.